Density functional theory data (the ωB97M-V functional and the def2-TZVPD basis) for a 2-piece molecular cluster, H4NS overall.

Results
Net charge: -1
Energy relative to the best compared isomer or geometry (same formula, charge and spin) (kJ/mol): 19.0
HOMO-LUMO gap (eV): 7.34

Cartesian coordinates (Å):
N  0.578  -1.122  0.278
H  1.313  -0.698  0.906
H  0.001  -0.349  -0.146
H  -0.082  -1.437  0.953
S  -0.284  2.097  -0.989
H  -1.525  1.509  -1.003

***

Density functional theory data (the ωB97M-V functional and the def2-TZVPD basis) for C30H27BrN4O2SrTe as an isolated structure.

Results
Energy relative to the best compared isomer or geometry (same formula, charge and spin) (kJ/mol): 53.2
HOMO-LUMO gap (eV): 6.91

Cartesian coordinates (Å):
Sr  -0.969  -1.141  -0.659
Br  5.802  6.527  0.299
C  4.984  5.475  1.649
C  3.606  5.346  1.665
C  3.003  4.573  2.643
C  3.782  3.942  3.606
C  5.161  4.115  3.608
C  5.771  4.865  2.613
N  3.189  3.259  4.717
N  2.393  2.317  4.563
C  2.155  1.697  3.308
C  3.136  1.317  2.418
C  2.842  0.595  1.263
C  1.536  0.247  0.921
O  1.235  -0.386  -0.165
C  0.499  0.601  1.866
N  -0.771  0.207  1.571
C  -1.732  0.472  2.428
C  -1.515  1.153  3.635
C  -0.250  1.567  3.946
C  0.813  1.292  3.059
H  3.011  5.849  0.915
H  1.927  4.460  2.661
H  5.751  3.655  4.391
H  6.845  4.990  2.596
H  4.170  1.558  2.623
H  3.636  0.294  0.593
H  -2.725  0.118  2.172
H  -2.347  1.332  4.302
H  -0.042  2.088  4.871
O  -3.152  -0.274  -1.498
C  -3.554  1.009  -1.936
C  -2.320  1.886  -2.035
C  -2.421  3.215  -2.421
C  -1.271  3.981  -2.472
C  -0.056  3.407  -2.134
C  -0.037  2.077  -1.762
N  -1.147  1.326  -1.720
H  -3.877  -0.822  -1.146
H  -4.265  1.453  -1.236
H  -4.042  0.948  -2.913
H  -3.387  3.636  -2.670
H  -1.320  5.021  -2.769
H  0.863  3.978  -2.156
H  0.881  1.575  -1.474
C  -0.344  -6.511  -4.197
C  -1.043  -5.721  -3.122
C  -2.185  -4.988  -3.391
C  -2.847  -4.257  -2.403
C  -4.082  -3.489  -2.788
C  -2.354  -4.259  -1.088
Te  -3.284  -3.134  0.475
C  -1.191  -5.011  -0.797
C  -0.599  -5.094  0.586
C  -0.565  -5.719  -1.818
H  -0.774  -6.312  -5.179
H  -0.422  -7.584  -4.010
H  0.720  -6.267  -4.239
H  -2.581  -4.980  -4.402
H  -4.342  -3.669  -3.832
H  -3.938  -2.415  -2.655
H  -4.927  -3.768  -2.157
H  -0.265  -4.117  0.946
H  0.249  -5.777  0.600
H  -1.340  -5.435  1.311
H  0.326  -6.294  -1.580

***

Density functional theory data (the ωB97M-V functional and the def2-TZVPD basis) for an isolated ion of composition C10H11O6 and charge -1.

Results
SMILES: CCOC(=O)[C@@H](C(C)=O)[C@H]1C=C([O-])OC1=O
Net charge: -1
HOMO-LUMO gap (eV): 5.93

Cartesian coordinates (Å):
C  -3.501  -0.355  -1.166
C  -2.399  0.587  -0.788
O  -1.235  -0.245  -0.578
C  -0.060  0.419  -0.648
C  1.075  -0.485  -0.153
C  2.392  0.044  -0.723
C  3.133  -0.920  -1.619
O  2.841  1.133  -0.437
O  0.043  1.572  -1.005
H  -4.444  0.190  -1.205
H  -3.301  -0.772  -2.156
H  -3.573  -1.176  -0.449
H  -2.184  1.311  -1.580
H  -2.612  1.106  0.159
H  0.873  -1.512  -0.481
H  2.671  -1.913  -1.638
H  3.171  -0.499  -2.631
H  4.162  -1.008  -1.248
C  1.041  1.011  1.800
C  1.013  -0.369  1.344
C  -0.357  -0.826  1.837
O  -0.838  -1.924  1.698
O  -0.972  0.219  2.479
C  -0.120  1.375  2.532
O  -0.508  2.363  3.112
H  1.901  1.661  1.715
H  1.787  -0.987  1.829

***

Density functional theory data (the ωB97M-V functional and the def2-TZVPD basis) for C6H16FO2Rb3 as an isolated structure.

Results
Net charge: +3
Energy relative to the best compared isomer or geometry (same formula, charge and spin) (kJ/mol): 47.2
Spin multiplicity: 2
HOMO-LUMO gap (alpha / beta) (eV): 8.01 / 3.06

Cartesian coordinates (Å):
Rb  -0.732  3.652  0.913
Rb  1.077  1.524  4.105
Rb  -2.817  0.504  3.389
F  -0.334  0.967  1.787
C  -0.169  -2.571  0.283
C  -1.535  -1.804  -0.150
C  -2.674  -2.785  -0.358
O  -2.014  -0.929  0.802
H  0.655  -1.859  0.330
H  0.093  -3.447  -0.311
H  -0.119  -2.907  1.318
H  -1.352  -1.370  -1.133
H  -3.101  -3.212  0.549
H  -2.315  -3.611  -0.972
H  -3.491  -2.262  -0.856
H  -1.265  -0.361  0.997
C  0.777  0.806  -1.199
C  2.051  1.596  -0.753
C  2.488  2.926  -1.330
O  1.931  1.751  0.646
H  0.917  0.145  -2.054
H  -0.174  1.313  -1.367
H  0.677  0.102  -0.373
H  2.867  0.876  -0.811
H  3.141  3.534  -0.703
H  1.482  3.346  -1.317
H  2.777  2.813  -2.374
H  1.158  1.264  0.941

***

Density functional theory data (the ωB97M-V functional and the def2-TZVPD basis) for a 2-piece molecular cluster, CF5NO overall.

Results
Energy relative to the best compared isomer or geometry (same formula, charge and spin) (kJ/mol): 246.9
HOMO-LUMO gap (alpha / beta) (eV): 5.13 / 5.21

Cartesian coordinates (Å):
C  -1.083  0.095  0.602
N  2.350  -0.031  -0.795
O  0.013  0.383  1.142
F  -2.104  -0.345  1.403
F  -0.894  -0.835  -0.359
F  -1.537  1.250  -0.137
F  1.645  0.291  -1.833
F  1.610  -0.808  -0.024

***

Density functional theory data (the ωB97M-V functional and the def2-TZVPD basis) for C27H26N2O2PPdTe as an isolated structure.

Results
Net charge: -1
Energy relative to the best compared isomer or geometry (same formula, charge and spin) (kJ/mol): 0.0
HOMO-LUMO gap (eV): 5.52

Cartesian coordinates (Å):
Pd  0.346  -0.583  -1.030
N  -2.809  0.149  -0.053
P  -1.648  0.787  -1.188
C  -1.617  2.563  -0.613
C  -2.747  3.223  -0.124
C  -2.660  4.483  0.405
C  -1.451  5.152  0.446
C  -0.311  4.528  -0.048
C  -0.373  3.206  -0.519
C  -2.929  0.961  -2.507
C  -3.684  -0.189  -2.819
C  -4.656  -0.159  -3.821
C  -4.955  1.042  -4.450
C  -4.213  2.175  -4.139
C  -3.224  2.129  -3.195
C  -2.336  -0.474  1.093
C  -3.132  -1.498  1.654
C  -2.558  -2.265  2.657
C  -1.247  -1.991  3.037
C  -0.586  -0.957  2.411
N  -1.101  -0.177  1.455
H  -3.490  -0.377  -0.563
H  -3.723  2.780  -0.160
H  -3.526  4.939  0.859
H  -1.337  6.114  0.933
H  0.653  5.064  -0.011
H  0.533  2.684  -0.843
H  -3.407  -1.164  -2.352
H  -5.147  -1.049  -4.139
H  -5.757  1.036  -5.169
H  -4.469  3.131  -4.598
H  -2.628  3.012  -2.939
H  -4.139  -1.689  1.326
H  -3.091  -3.098  3.055
H  -0.723  -2.648  3.711
H  0.493  -0.757  2.555
C  1.072  -3.940  -1.127
O  -0.070  -3.662  -1.927
C  -0.552  -2.314  -1.841
O  -1.697  -2.243  -2.253
H  1.468  -4.920  -1.416
H  0.779  -4.023  -0.084
H  1.852  -3.153  -1.224
C  3.403  0.505  1.576
Te  2.760  -0.091  -0.473
C  3.817  -1.932  0.245
C  4.857  -1.475  1.226
C  5.962  -2.252  1.545
C  6.879  -1.830  2.496
C  6.674  -0.614  3.147
C  5.578  0.157  2.884
C  4.628  -0.270  1.944
H  2.560  0.210  2.179
H  3.551  1.579  1.648
H  4.306  -2.399  -0.602
H  3.061  -2.595  0.658
H  6.150  -3.190  1.013
H  7.749  -2.428  2.760
H  7.406  -0.300  3.886
H  5.454  1.096  3.421